1.
C6H9N | ωB97M-V with the def2-TZVPD basis set

Each line ends with the natural charge from an NBO analysis.
Positions of all 16 atoms, in Å:
C  -2.547  -0.444  0.138  -0.642
C  -1.151  0.025  0.089  0.166
C  -0.701  1.298  0.103  -0.313
C  0.725  1.197  0.101  -0.417
C  1.018  -0.270  -0.049  0.251
C  2.343  -0.913  -0.106  -0.662
N  -0.119  -0.933  -0.008  -0.468
H  -2.692  -1.227  0.900  0.228
H  -3.270  0.356  0.359  0.215
H  -2.863  -0.900  -0.817  0.225
H  -1.268  2.212  0.163  0.225
H  1.403  1.839  0.672  0.252
H  2.245  -1.998  -0.213  0.243
H  2.977  -0.554  -0.934  0.225
H  2.910  -0.720  0.818  0.226
H  1.045  1.107  -1.248  0.246

As for the LUMO energy: 0.821 eV. The calculation puts the total energy at -7856.33788 eV. For the energy above the lowest of the compared OMol25 structures with the same formula, charge and spin, the calculation gives 1.822 eV. The orbital gap comes out at 9.4937 eV.

=====

2.
C4H4 | ωB97M-V with the def2-TZVPD basis set

Each line ends with the natural charge from an NBO analysis.
Positions of all 8 atoms, in Å:
C  1.663  0.250  -0.499  -0.245
C  1.810  0.348  0.662  -0.221
C  -1.854  -0.409  -0.039  -0.679
C  -1.484  0.812  -0.170  0.224
H  1.438  0.392  -1.480  0.222
H  -0.965  -0.821  -0.520  0.223
H  -2.633  -1.045  0.284  0.225
H  2.025  0.474  1.762  0.252

As for the LUMO energy (alpha / beta): 1.293 / -2.319 eV. The calculation puts the total energy at -4203.29049 eV. For the energy above the lowest of the compared OMol25 structures with the same formula, charge and spin, the calculation gives 3.183 eV. Its spin multiplicity is 3. The orbital gap (alpha / beta) comes out at 9.0023 / 7.9956 eV.

=====

3.
C3H9N2O2 | ωB97M-V with the def2-TZVPD basis set

Each line ends with the natural charge from an NBO analysis.
Positions of all 16 atoms, in Å:
C  0.170  -0.417  -1.321  -0.215
C  1.060  -1.391  -1.518  0.067
N  1.837  -1.584  -2.637  -0.754
N  -0.376  -0.211  0.021  -0.666
H  -0.092  0.340  -2.044  0.228
H  1.232  -2.105  -0.716  0.200
H  1.881  -2.552  -2.925  0.402
H  1.570  -0.988  -3.415  0.389
H  -1.387  -0.183  -0.029  0.436
H  -0.121  0.616  0.569  0.461
H  -0.160  -1.020  0.608  0.439
O  0.403  1.644  2.766  -0.540
C  -0.744  1.918  2.885  0.643
O  -1.663  1.415  2.013  -0.733
H  -1.161  2.549  3.679  0.137
H  -2.450  1.967  2.064  0.507

As for the LUMO energy: -3.133 eV. The calculation puts the total energy at -10325.23915 eV. For the energy above the lowest of the compared OMol25 structures with the same formula, charge and spin, the calculation gives 1.613 eV. The orbital gap comes out at 10.1396 eV. Its total charge is +1.